Molecular formula: C28H44B3NO29
Method: DFT, ωB97M-V with the def2-TZVPD basis set

```
105
Properties=species:S:1:pos:R:3:lowdin_charge:R:1
C 3.160 -5.091 0.502 -0.06
C 1.802 -4.375 0.629 -0.24
N 0.725 -5.092 -0.076 0.15
B -0.391 -4.316 -0.456 -0.63
O -0.431 -2.947 -0.210 0.32
B -1.693 -2.431 0.014 -0.76
O -1.906 -1.501 0.975 0.24
O -2.740 -2.938 -0.736 0.33
B -2.672 -4.321 -0.668 -0.48
C -3.814 -5.164 0.001 -0.09
O -5.085 -4.758 -0.460 -0.18
C -6.141 -5.465 0.143 -0.11
O -1.495 -4.899 -1.107 0.29
H 3.807 -4.533 -0.170 0.07
H 2.996 -6.066 0.051 0.07
H 3.643 -5.221 1.461 0.05
H 1.571 -4.289 1.689 0.12
H 1.890 -3.384 0.206 0.09
H 0.470 -5.931 0.427 0.14
H -1.086 -1.405 1.469 0.13
H -3.654 -6.235 -0.154 0.13
H -3.739 -4.982 1.085 0.14
H -6.285 -6.441 -0.327 0.09
H -7.046 -4.876 0.043 0.09
H -5.956 -5.629 1.208 0.09
C 3.435 0.695 0.119 -0.11
C 4.292 -0.335 -0.597 -0.10
O 4.488 -1.326 0.423 0.05
C 3.476 -1.228 1.315 -0.58
O 3.240 -2.020 2.167 0.16
O 2.749 -0.110 1.086 0.05
H 2.718 1.196 -0.526 0.12
H 4.034 1.440 0.646 0.13
H 3.773 -0.797 -1.437 0.14
H 5.251 0.049 -0.932 0.13
C -2.250 1.253 -1.787 -0.08
C -1.547 1.631 -0.499 -0.10
O -0.185 1.789 -0.939 0.06
C -0.191 2.062 -2.253 -0.57
O 0.768 2.405 -2.875 0.14
O -1.422 1.891 -2.778 0.07
H -3.269 1.620 -1.853 0.14
H -2.244 0.177 -1.970 0.13
H -1.894 2.576 -0.087 0.13
H -1.612 0.865 0.266 0.11
C 0.867 3.312 3.720 -0.09
C 0.518 4.114 2.481 -0.08
O -0.567 3.349 1.925 0.05
C -1.135 2.633 2.917 -0.58
O -2.155 2.029 2.812 0.16
O -0.392 2.699 4.043 0.06
H 1.206 3.927 4.550 0.13
H 1.597 2.526 3.525 0.13
H 0.153 5.107 2.728 0.10
H 1.332 4.188 1.766 0.14
C -2.911 5.688 5.018 -0.09
C -2.204 6.026 6.317 -0.09
O -0.857 6.263 5.875 0.06
C -0.894 6.607 4.573 -0.59
O 0.041 7.011 3.951 0.14
O -2.122 6.412 4.058 0.06
H -3.943 6.021 4.978 0.11
H -2.863 4.624 4.779 0.13
H -2.584 6.941 6.774 0.13
H -2.223 5.223 7.047 0.13
C -2.370 -6.126 -4.563 -0.12
C -1.533 -4.940 -5.002 -0.11
O -0.599 -5.548 -5.900 0.06
C -1.141 -6.696 -6.375 -0.57
O -0.690 -7.342 -7.260 0.17
O -2.272 -7.001 -5.692 0.06
H -3.410 -5.878 -4.372 0.13
H -1.950 -6.627 -3.690 0.13
H -2.115 -4.199 -5.553 0.13
H -1.009 -4.454 -4.184 0.13
C -4.172 8.120 0.768 -0.11
C -4.576 9.449 1.380 -0.11
O -5.459 9.037 2.431 0.06
C -5.157 7.764 2.769 -0.57
O -5.592 7.197 3.719 0.15
O -4.293 7.229 1.882 0.06
H -3.155 8.104 0.388 0.13
H -4.859 7.795 -0.015 0.13
H -3.731 9.978 1.822 0.13
H -5.097 10.108 0.693 0.13
C 1.496 3.972 -6.646 -0.11
C 1.354 2.601 -6.012 -0.11
O 2.248 1.811 -6.816 0.06
C 3.169 2.631 -7.366 -0.58
O 4.143 2.271 -7.941 0.16
O 2.828 3.928 -7.168 0.05
H 1.398 4.788 -5.936 0.13
H 0.802 4.127 -7.474 0.13
H 1.690 2.580 -4.981 0.10
H 0.347 2.196 -6.066 0.13
C 8.118 -5.326 3.232 -0.12
C 7.458 -4.427 2.201 -0.11
O 6.541 -5.322 1.563 0.05
C 6.260 -6.330 2.424 -0.57
O 5.405 -7.136 2.271 0.17
O 7.091 -6.286 3.494 0.06
H 8.390 -4.812 4.150 0.13
H 8.991 -5.845 2.834 0.13
H 6.892 -3.612 2.654 0.13
H 8.151 -4.023 1.470 0.13
```

Values from the calculation:
energy: -92656.126 eV
HOMO-LUMO gap: 0.362 hartree
molar mass: 891.074 g/mol



Molecular formula: C28H44Cl4O12
Method: DFT, ωB97M-V with the def2-TZVPD basis set

```
88
Properties=species:S:1:pos:R:3:lowdin_spin:R:1
O -1.994 2.975 1.364 0.00
C -3.103 2.867 0.736 0.00
O -3.853 3.970 0.455 0.00
C -4.926 3.647 -0.425 0.00
C -5.045 2.098 -0.482 0.00
C -3.740 1.593 0.165 0.00
H -4.596 4.058 -1.379 0.00
H -5.731 4.269 -0.032 0.00
H -5.107 1.662 -1.479 0.00
H -5.926 1.633 -0.039 0.00
H -3.013 1.213 -0.553 0.00
H -4.065 0.824 0.867 0.00
O -1.734 -3.055 -3.009 0.00
C -2.389 -3.163 -1.943 0.00
O -3.238 -2.233 -1.473 0.00
C -3.929 -2.696 -0.340 0.00
C -3.713 -4.164 -0.217 0.00
C -2.474 -4.373 -1.055 0.00
H -4.950 -2.382 -0.555 0.00
H -3.404 -2.143 0.438 0.00
H -4.446 -4.837 -0.663 0.00
H -3.541 -4.407 0.832 0.00
H -2.424 -5.113 -1.854 0.00
H -1.587 -4.380 -0.421 0.00
O -0.924 -2.528 0.894 0.00
C -0.115 -1.595 0.712 0.00
O 0.197 -0.861 1.709 0.00
C 0.985 0.298 1.304 0.00
C 1.261 0.176 -0.192 0.00
C 0.530 -1.028 -0.559 0.00
H 1.905 0.304 1.888 0.00
H 0.327 1.138 1.527 0.00
H 2.318 0.027 -0.413 0.00
H 0.788 1.008 -0.714 0.00
H 1.220 -1.718 -1.045 0.00
H -0.159 -0.785 -1.367 0.00
O 1.933 2.922 -2.786 0.00
C 1.730 3.554 -1.695 0.00
O 0.606 3.400 -0.982 0.00
C 0.595 4.217 0.137 0.00
C 1.622 5.253 -0.213 0.00
C 2.645 4.486 -0.982 0.00
H 0.887 3.594 0.982 0.00
H -0.411 4.628 0.223 0.00
H 1.964 5.815 0.656 0.00
H 1.287 6.101 -0.809 0.00
H 3.347 4.004 -0.303 0.00
H 3.277 4.966 -1.730 0.00
O 3.142 3.839 2.448 0.00
C 2.222 4.056 3.204 0.00
O 1.307 3.078 3.305 0.00
C 0.221 3.520 4.114 0.00
C 0.724 4.841 4.831 0.00
C 2.007 5.224 4.071 0.00
H -0.064 2.644 4.697 0.00
H -0.553 3.871 3.431 0.00
H 0.941 4.751 5.896 0.00
H -0.048 5.591 4.657 0.00
H 2.710 5.361 4.893 0.00
H 1.940 6.044 3.356 0.00
O -0.266 -2.214 -7.559 0.71
C 0.403 -2.346 -6.577 0.10
O 0.199 -3.309 -5.770 0.04
C 1.071 -3.225 -4.606 0.00
C 2.214 -2.331 -5.026 0.03
C 1.569 -1.433 -6.165 0.10
H 1.520 -4.182 -4.344 0.00
H 0.544 -2.824 -3.740 0.00
H 3.018 -2.969 -5.392 0.00
H 2.520 -1.817 -4.115 0.01
H 2.139 -1.442 -7.094 0.00
H 1.298 -0.436 -5.818 0.00
Cl 4.335 -4.631 1.036 0.00
C 5.040 -3.539 -0.030 0.00
C 3.938 -2.535 -0.510 0.00
Cl 4.568 -1.639 -1.878 0.00
H 5.412 -4.110 -0.881 0.00
H 5.930 -3.065 0.384 0.00
H 3.685 -1.739 0.191 0.00
H 2.986 -2.963 -0.822 0.00
Cl -2.367 -5.003 5.546 0.00
C -0.867 -5.175 4.449 0.00
C -0.426 -3.727 3.982 0.00
Cl -0.493 -2.397 5.216 0.00
H -1.166 -5.712 3.548 0.00
H -0.171 -5.757 5.053 0.00
H -0.702 -3.560 2.940 0.00
H 0.631 -3.982 3.898 0.00
```

Values from the calculation:
total charge: +1
energy: -104398.479 eV
HOMO-LUMO gap (alpha / beta): 0.309 / 0.105 hartree
molar mass: 714.460 g/mol
multiplicity: 2



Molecular formula: C28H44GeN4O2PSeZn
Method: DFT, ωB97M-V with the def2-TZVPD basis set

```
82
Properties=species:S:1:pos:R:3:lowdin_charge:R:1
Zn -0.668 0.200 0.111 0.62
N -2.597 -1.442 -0.199 0.02
C -3.160 -1.560 -1.561 -0.24
C -2.503 -2.701 -2.307 -0.20
C -1.040 -2.480 -2.706 -0.17
C -0.002 -2.544 -1.583 -0.23
N 0.450 -1.182 -1.196 -0.05
H -2.659 -2.355 0.243 0.06
H -3.196 -0.844 0.361 0.07
H -3.021 -0.619 -2.100 0.11
H -4.234 -1.755 -1.512 0.12
H -3.076 -2.887 -3.217 0.12
H -2.586 -3.605 -1.690 0.12
H -0.945 -1.503 -3.198 0.10
H -0.795 -3.228 -3.459 0.11
H 0.856 -3.126 -1.917 0.11
H -0.414 -3.047 -0.703 0.10
H 0.711 -0.676 -2.037 0.03
H 1.305 -1.259 -0.652 0.06
N 0.721 -0.396 3.177 -0.11
P 0.156 -1.560 2.076 1.04
C 0.923 -3.090 2.705 -0.37
C 0.632 -3.552 3.990 -0.10
C 1.199 -4.730 4.449 -0.06
C 2.048 -5.462 3.625 -0.07
C 2.336 -5.012 2.346 -0.07
C 1.776 -3.825 1.887 -0.10
C -1.586 -1.856 2.580 -0.39
C -2.380 -0.792 3.005 -0.11
C -3.736 -0.988 3.249 -0.06
C -4.303 -2.241 3.075 -0.07
C -3.517 -3.307 2.650 -0.08
C -2.166 -3.115 2.396 -0.13
C 1.031 0.903 2.798 -0.36
C 1.502 1.826 3.737 0.00
C 1.818 3.096 3.312 -0.04
C 1.655 3.431 1.969 -0.05
C 1.160 2.470 1.122 -0.17
N 0.850 1.222 1.515 0.04
H 0.871 -0.637 4.141 0.11
H -0.060 -3.004 4.623 0.11
H 0.970 -5.087 5.447 0.11
H 2.477 -6.390 3.982 0.11
H 2.999 -5.583 1.706 0.11
H 2.008 -3.470 0.888 0.09
H -1.955 0.197 3.127 0.09
H -4.347 -0.150 3.565 0.12
H -5.356 -2.396 3.280 0.11
H -3.957 -4.289 2.519 0.11
H -1.549 -3.952 2.081 0.11
H 1.610 1.535 4.775 0.12
H 2.180 3.833 4.017 0.12
H 1.895 4.417 1.597 0.11
H 0.971 2.693 0.079 -0.02
C -3.339 3.391 -0.630 -0.05
O -2.309 2.381 -0.705 -0.20
C -2.069 1.661 0.434 -0.50
O -2.779 1.850 1.400 -0.01
H -3.350 3.878 -1.601 0.09
H -3.110 4.108 0.153 0.09
H -4.305 2.935 -0.424 0.09
C 1.829 4.621 -4.236 -0.22
Ge 3.162 3.526 -3.311 0.75
C 3.636 4.298 -1.574 -0.21
C 4.732 3.264 -4.449 -0.22
C 2.345 1.768 -2.870 -0.55
Se 0.567 2.027 -2.064 0.91
C -0.487 1.621 -3.648 -0.35
H 2.247 5.606 -4.454 0.02
H 0.940 4.751 -3.617 0.01
H 1.539 4.159 -5.183 0.02
H 3.971 5.331 -1.684 0.03
H 4.440 3.723 -1.109 0.03
H 2.768 4.286 -0.910 0.00
H 5.164 4.236 -4.699 0.02
H 4.455 2.763 -5.378 0.02
H 5.494 2.669 -3.942 0.02
H 2.960 1.250 -2.132 0.01
H 2.236 1.117 -3.739 0.02
H -0.394 2.442 -4.354 0.02
H -1.522 1.508 -3.336 0.02
H -0.123 0.702 -4.104 0.02
```

Values from the calculation:
total charge: +1
energy: -219370.810 eV
HOMO-LUMO gap: 0.317 hartree
molar mass: 716.620 g/mol